A structure of composition C27H27ClNO8S3Sn, computed with wB97M-V/def2-TZVPD.

Electronic energy = -97167.4311 eV
E_LUMO = 2.06 eV
Charge = -1
ΔE to the lowest compared entry with this formula, charge and spin = 31.4 kcal per mole
HOMO = -3.9 eV
Kohn-Sham gap = 5.98 eV

Atoms and positions in Å:
1 Sn -0.1515 0.1162 -2.0822
2 O 3.5421 -0.2504 -1.0896
3 S 4.7747 -0.0804 -0.2932
4 C 4.3463 -0.6153 1.4227
5 C 3.0917 0.1010 1.9075
6 C 2.2747 -0.7225 2.9148
7 C 0.8188 -0.2516 3.0485
8 S -0.3981 -0.6438 1.6731
9 O 0.1845 -0.1685 0.3962
10 C -0.1257 -2.4286 1.6921
11 C 0.6601 -3.0008 0.7087
12 C 0.8588 -4.3734 0.7097
13 C 0.2612 -5.1620 1.6826
14 C -0.5385 -4.5794 2.6583
15 C -0.7310 -3.2067 2.6675
16 C 4.8678 1.6772 0.1227
17 C 5.9467 2.1461 0.8610
18 C 5.9948 3.4891 1.1997
19 C 4.9746 4.3455 0.7977
20 C 3.9111 3.8680 0.0454
21 C 3.8622 2.5250 -0.3032
22 H 5.2264 -0.4082 2.0329
23 H 4.1931 -1.6939 1.3512
24 H 2.4646 0.2869 1.0398
25 H 3.3564 1.0662 2.3437
26 H 2.7431 -0.6582 3.9018
27 H 2.2790 -1.7708 2.6117
28 H 0.7909 0.8367 3.1276
29 H 0.3463 -0.6980 3.9251
30 H 1.0869 -2.3786 -0.0677
31 H 1.4748 -4.8093 -0.0655
32 H 0.4021 -6.2352 1.6714
33 H -1.0238 -5.1900 3.4086
34 H -1.3641 -2.7462 3.4171
35 H 6.7357 1.4707 1.1735
36 H 6.8268 3.8665 1.7811
37 H 5.0136 5.3896 1.0815
38 H 3.1005 4.5163 -0.2639
39 H 3.0281 2.1462 -0.8840
40 Cl -3.0702 3.4333 -0.6719
41 C -1.6939 3.1005 0.4111
42 C -0.3537 3.4106 -0.3115
43 O 0.2286 4.4509 0.0161
44 O 0.0561 2.5385 -1.1352
45 H -1.7317 2.0375 0.6465
46 H -1.8214 3.7175 1.2963
47 C -1.5182 -3.1742 -2.0399
48 C -0.2577 -2.3461 -2.2908
49 O 0.7681 -2.9455 -2.5808
50 H -1.3172 -4.2493 -1.9937
51 H -2.2049 -2.9605 -2.8641
52 H -1.9961 -2.8390 -1.1172
53 O -3.0875 2.5321 -4.3312
54 S -3.3974 1.1605 -4.0543
55 O -3.5144 0.2928 -5.2000
56 N -2.3963 0.5068 -2.9487
57 C -3.0283 0.1509 -1.8381
58 O -2.4241 -0.3034 -0.8495
59 C -4.5027 0.3341 -1.9023
60 C -5.4504 -0.0717 -0.9806
61 C -6.7842 0.1975 -1.2529
62 C -7.1544 0.8734 -2.4109
63 C -6.1993 1.2650 -3.3425
64 C -4.8820 0.9755 -3.0681
65 H -5.1394 -0.5922 -0.0850
66 H -7.5575 -0.1259 -0.5679
67 H -8.1984 1.0855 -2.6008
68 H -6.4770 1.7693 -4.2582

---

The ion C6H12O with charge +1, computed with wB97M-V/def2-TZVPD.

2S+1 = 2
Electronic energy = -8452.0299 eV
⟨S²⟩ = 0.75
E_LUMO (spin up / spin down) = -4.98 / -8.93 eV
Charge = +1
ΔE to the lowest compared entry with this formula, charge and spin = 69.6 kcal per mole
HOMO (spin up / spin down) = -14.3 / -14.1 eV
Kohn-Sham gap (spin up / spin down) = 9.37 / 5.19 eV

Atoms and positions in Å:
1 C 0.0237 0.9791 1.3175
2 O 1.4616 0.8032 1.6088
3 C -0.9062 -0.2560 1.1235
4 C -0.1865 -1.3549 0.3256
5 C 0.6244 -0.9230 -0.8359
6 C -1.1688 0.2616 -2.2628
7 C 0.0987 0.2593 -1.7474
8 H 0.0693 1.6492 0.3907
9 H -0.4578 1.6021 2.1880
10 H 1.6789 1.5524 2.1995
11 H -1.8107 0.0640 0.8142
12 H -1.0897 -0.7416 2.0055
13 H -1.1129 -1.8087 0.0050
14 H 0.3499 -2.0723 1.0406
15 H 0.7409 -1.7624 -1.5524
16 H 1.6839 -0.5364 -0.5940
17 H -2.2174 -0.2372 -1.9895
18 H -1.2767 1.0367 -3.0754
19 H 0.8378 1.0320 -1.8253

---

An isolated molecule of C2H5NS2, computed with wB97M-V/def2-TZVPD.

Electronic energy = -25312.5498 eV
E_LUMO = 0.50 eV
ΔE to the lowest compared entry with this formula, charge and spin = 75.6 kcal per mole
HOMO = -8.8 eV
Kohn-Sham gap = 9.25 eV

Atoms and positions in Å:
1 C -1.4330 -0.0453 1.0642
2 S 0.2291 0.7227 0.8361
3 C 0.2478 -0.0226 -0.6784
4 N 1.0144 -0.2853 -1.6212
5 S 2.7086 0.2681 -1.6774
6 H -1.6798 -0.0256 2.1629
7 H -2.4074 0.4391 0.5537
8 H -1.0159 -1.2509 0.7194
9 H -0.8605 -0.3191 -1.0186
10 H 3.1966 0.5190 -0.3407

---

An isolated molecule of C5H10ClNO, computed with wB97M-V/def2-TZVPD.

Electronic energy = -21404.9985 eV
E_LUMO = 0.89 eV
ΔE to the lowest compared entry with this formula, charge and spin = 58.5 kcal per mole
HOMO = -9.0 eV
Kohn-Sham gap = 9.92 eV

Atoms and positions in Å:
1 C 2.8668 -0.5845 -0.4057
2 C 1.3167 -0.6974 -0.0163
3 O 0.9360 -0.1220 1.2808
4 C 0.2645 0.3522 0.2229
5 Cl 0.6592 2.0805 -0.3619
6 N -1.0462 -0.0538 0.0977
7 C -1.7680 0.3375 -1.1039
8 C -1.8162 0.1119 1.2818
9 H 2.9639 0.2770 -1.0751
10 H 3.3151 -1.4490 -0.8842
11 H 3.4526 -0.3850 0.4757
12 H 1.0388 -1.7332 -0.1482
13 H -2.2693 1.2651 -0.8878
14 H -1.2130 0.5163 -1.9787
15 H -2.4508 -0.3850 -1.4262
16 H -1.3181 0.5438 2.1718
17 H -2.6352 0.7895 1.2877
18 H -2.2968 -0.8639 1.4695